No. 1
The following is a quantum chemistry calculation of a molecular structure, C11H17Cl2N7O2Pd, from the OMol25 dataset.

Structure (XYZ):
```
40
Properties=species:S:1:pos:R:3:forces:R:3:lowdin_charge:R:1
Pd -0.634 -0.616 0.576 -0.039 0.104 -0.128 0.584
N 2.622 -0.786 0.409 -0.102 -0.095 0.007 0.017
N 2.659 0.269 1.336 0.240 -0.027 0.220 -0.043
C 1.882 0.173 2.436 -0.211 0.320 0.071 -0.442
N 2.063 1.170 3.346 -0.240 -0.021 -0.158 0.158
N 0.988 -0.808 2.493 0.344 -0.556 0.167 0.094
N 0.438 -1.116 3.699 0.120 0.149 -0.101 -0.459
O 0.963 -0.747 4.761 -0.014 0.029 0.047 -0.033
O -0.556 -1.810 3.670 -0.126 -0.135 0.017 0.013
H 3.427 -0.660 -0.189 -0.069 0.056 -0.120 0.067
H 1.758 -0.699 -0.140 -0.015 0.000 -0.058 -0.016
H 2.586 1.202 0.934 -0.003 0.005 -0.066 0.109
H 2.173 2.077 2.902 0.033 -0.014 0.008 0.034
H 1.384 1.149 4.090 0.007 0.089 -0.007 0.079
Cl 0.780 -0.072 -2.534 -0.036 0.017 -0.029 0.574
C 0.961 1.594 -2.004 0.076 0.003 -0.066 -0.604
C 1.398 2.485 -2.949 -0.021 -0.044 -0.026 -0.214
C 1.718 3.815 -2.643 0.002 0.023 0.022 -0.197
C 1.637 4.182 -1.297 -0.016 0.009 -0.033 -0.223
C 1.198 3.293 -0.353 0.025 -0.141 -0.038 -0.606
Cl 1.186 3.869 1.327 0.001 -0.026 0.053 0.551
C 0.697 1.912 -0.583 0.023 0.014 0.096 -0.571
N 0.222 1.201 0.365 0.003 0.139 0.008 -0.127
H 1.516 2.122 -3.965 0.007 0.003 -0.003 0.072
H 2.048 4.510 -3.404 0.005 -0.002 -0.002 0.052
H 1.925 5.179 -0.979 -0.001 -0.003 0.002 0.072
C -2.186 -2.530 -2.170 0.008 -0.118 0.042 -0.120
C -2.496 -1.923 -0.775 0.076 0.207 -0.243 -0.849
C -4.020 -1.977 -0.560 -0.013 -0.094 0.036 -0.122
C -1.828 -2.821 0.293 0.035 0.065 0.101 -0.146
N -2.081 -0.547 -0.687 -0.098 -0.023 0.228 -0.189
H -2.587 -3.548 -2.312 0.003 0.009 0.012 0.048
H -1.103 -2.556 -2.313 -0.006 0.025 -0.018 0.042
H -2.608 -1.872 -2.931 0.013 0.009 -0.013 0.057
H -4.418 -3.000 -0.656 0.010 0.006 -0.025 0.054
H -4.506 -1.338 -1.301 -0.008 0.017 0.007 0.056
H -4.253 -1.588 0.432 -0.004 0.006 -0.003 0.055
H -2.134 -3.868 0.182 0.003 -0.011 0.008 0.069
H -2.092 -2.505 1.311 -0.017 0.007 -0.023 0.052
H -0.728 -2.817 0.181 0.005 -0.003 0.009 0.051
```
Positions in Å, forces in eV/Å.

Calculated values
**ΔE to the lowest compared entry with this formula, charge and spin**: 1.154 eV
**Gap between HOMO and LUMO (spin up / spin down)**: 4.24 / 4.25 eV
**Total charge**: -2
**Highest occupied orbital energy (spin up / spin down)**: 0.926 / 0.923 eV

---

No. 2
The following is a quantum chemistry calculation of C7H5ClN2S in the gas phase at a distorted geometry, from the OMol25 dataset.

Structure (XYZ):
```
16
Properties=species:S:1:pos:R:3:forces:R:3:lowdin_charge:R:1
N -2.710 -0.841 0.366 -2.635 -2.756 -3.691 0.067
C -1.464 -0.325 0.082 0.760 1.621 -1.002 -0.369
C -1.280 1.046 -0.078 0.941 1.436 0.468 0.004
C 0.042 1.566 0.048 -3.310 -2.718 -1.364 -0.006
C 1.048 0.719 -0.116 2.489 -1.485 0.675 -0.292
N 2.405 1.016 0.088 -0.684 1.798 -0.639 0.057
C 3.093 -0.015 0.059 1.855 -1.486 0.203 -0.991
Cl 4.889 -0.039 0.096 -1.654 -0.048 0.088 0.574
S 2.191 -1.524 -0.009 3.548 -1.852 -0.292 1.076
C 0.805 -0.680 -0.206 2.810 3.354 -0.084 -0.574
C -0.369 -1.159 -0.036 -5.247 -1.583 0.961 -0.102
H -2.899 -1.703 -0.338 0.957 1.659 2.530 0.157
H -3.327 -0.246 -0.190 -0.563 0.565 0.997 0.079
H -2.041 1.836 -0.252 0.013 -1.112 0.695 0.122
H 0.198 2.516 0.294 0.600 3.950 0.488 0.079
H -0.581 -2.166 0.192 0.120 -1.343 -0.031 0.117
```
Positions in Å, forces in eV/Å.

Calculated values
**ΔE to the lowest compared entry with this formula, charge and spin**: 2.456 eV
**Gap between HOMO and LUMO**: 9.14 eV
**Highest occupied orbital energy**: -8.547 eV

---

No. 3
The following is a quantum chemistry calculation of 3 unconnected molecules or ions with the total composition C24H48BNO13P2S at a distorted geometry, from the OMol25 dataset.

Structure (XYZ):
```
90
Properties=species:S:1:pos:R:3:forces:R:3:lowdin_charge:R:1
C -0.588 -4.006 -1.779 -0.339 -0.405 -0.325 -0.104
C -0.246 -5.550 -1.705 0.566 0.891 -0.003 -0.231
C -0.142 -6.094 -0.227 -0.653 -0.469 -0.790 -0.120
C 0.878 -7.279 -0.022 0.519 1.676 1.824 -0.258
O 0.631 -8.391 -0.902 1.031 0.275 -0.471 -0.165
S 1.612 -8.322 -2.255 -0.568 -0.764 -2.128 0.718
O 2.213 -9.581 -2.666 0.211 1.145 2.666 -0.245
O 0.833 -7.882 -3.398 0.512 1.342 1.949 -0.254
O 2.650 -7.222 -1.607 -1.372 -1.460 -1.593 -0.192
C 2.422 -6.939 -0.159 0.870 -1.050 -1.965 -0.212
B 2.825 -5.355 -0.097 -0.091 1.016 0.817 -0.389
O 3.375 -4.646 -1.185 -1.416 -0.957 0.746 0.128
C 2.534 -4.574 1.275 0.187 -0.167 0.195 -0.153
C 3.781 -3.753 1.825 -0.940 0.027 0.268 -0.101
C 3.434 -7.965 0.485 0.870 -0.899 1.710 -0.076
C 3.224 -9.426 0.429 1.933 1.551 1.082 0.019
C 4.251 -10.266 1.023 -1.107 0.247 -0.804 -0.125
N 5.401 -9.867 1.628 -1.686 1.601 -0.743 0.041
C 5.548 -8.522 1.696 -0.227 1.205 -0.347 -0.138
C 4.650 -7.504 1.170 -1.027 -2.502 -0.571 0.024
H -1.515 -3.761 -1.190 1.027 -0.106 -0.382 0.081
H 0.284 -3.369 -1.449 -0.965 -0.600 -0.075 0.069
H -0.811 -3.712 -2.842 0.269 -0.289 0.990 0.079
H 0.741 -5.660 -2.240 -1.043 -0.093 0.495 0.092
H -0.997 -6.154 -2.276 0.769 0.575 0.486 0.118
H -1.156 -6.523 0.020 1.015 0.369 -0.074 0.132
H 0.020 -5.275 0.529 0.176 -0.861 -0.758 0.113
H 0.777 -7.486 1.082 -0.167 -0.940 -1.222 0.172
H 2.616 -4.193 -1.606 0.721 0.042 -0.052 0.115
H 2.208 -5.327 2.041 0.142 0.699 -0.468 0.106
H 1.683 -3.848 1.133 0.687 -0.724 0.094 0.108
H 3.717 -3.771 2.945 0.336 0.056 -1.011 0.078
H 3.662 -2.683 1.509 0.522 -1.055 0.152 0.081
H 4.751 -4.189 1.488 -0.689 0.579 0.289 0.065
H 2.338 -9.885 -0.054 0.869 0.391 0.491 0.101
H 4.084 -11.372 0.955 0.276 1.124 0.140 0.113
H 6.479 -8.149 2.198 -0.918 -0.512 -0.479 0.110
H 4.918 -6.433 1.294 -0.320 -0.919 -0.143 0.097
C 0.353 1.991 -0.664 -0.002 0.067 -0.103 -0.078
C -0.825 1.067 -0.417 0.159 0.012 0.310 -0.288
O -1.897 1.317 -1.318 0.775 -0.026 -0.277 -0.234
P -1.662 1.019 -2.924 -7.915 1.102 3.625 0.691
O -1.596 -0.493 -2.847 3.781 0.992 -1.859 -0.217
O -3.228 1.072 -3.461 0.666 0.223 -0.631 -0.254
C -3.682 0.096 -4.401 -0.199 -0.323 0.172 -0.291
C -4.552 -0.933 -3.704 -0.220 -0.033 0.066 -0.076
O -1.526 2.665 -3.232 3.015 -2.180 -1.089 -0.245
C -2.586 3.614 -3.093 -0.632 0.995 -0.188 -0.271
C -2.844 4.049 -1.665 -0.074 -0.436 0.320 -0.073
H 0.802 1.798 -1.644 0.075 -0.045 0.038 0.072
H 1.119 1.852 0.102 -0.013 -0.034 -0.065 0.079
H 0.037 3.035 -0.662 -0.006 -0.052 0.082 0.069
H -0.519 0.019 -0.483 -0.030 -0.012 -0.042 0.103
H -1.213 1.234 0.590 -0.138 -0.002 -0.112 0.120
H -2.840 -0.377 -4.909 -0.040 -0.033 0.123 0.102
H -4.264 0.618 -5.164 0.030 0.120 0.079 0.116
H -4.087 -1.311 -2.793 0.188 0.016 -0.150 0.071
H -4.759 -1.777 -4.366 -0.029 0.042 0.005 0.077
H -5.504 -0.483 -3.409 0.027 -0.024 -0.061 0.075
H -3.504 3.284 -3.575 0.169 -0.310 0.081 0.110
H -2.259 4.491 -3.659 0.309 -0.195 -0.032 0.119
H -3.379 3.282 -1.106 0.069 0.007 -0.009 0.074
H -3.464 4.949 -1.650 0.099 0.021 -0.190 0.081
H -1.912 4.260 -1.139 -0.050 0.109 -0.043 0.062
C 1.653 8.839 0.837 -0.090 0.060 -0.014 -0.080
C 1.443 7.581 1.660 0.353 -0.003 -0.043 -0.288
O 0.225 7.623 2.396 0.015 0.275 -0.777 -0.235
P -1.197 7.635 1.561 0.573 -1.853 8.550 0.692
O -1.139 6.216 1.032 -0.363 2.311 -3.642 -0.214
O -2.257 7.291 2.786 -0.350 0.507 -0.725 -0.253
C -3.320 6.363 2.556 0.075 -0.393 0.128 -0.289
C -3.006 5.035 3.218 -0.016 -0.108 0.204 -0.075
O -1.398 9.272 1.880 0.024 -0.983 -3.706 -0.246
C -1.625 9.832 3.176 -0.379 0.771 0.760 -0.273
C -0.376 9.969 4.022 0.224 -0.476 0.070 -0.072
H 0.893 8.926 0.054 0.065 -0.019 -0.068 0.072
H 2.637 8.830 0.365 -0.071 -0.030 -0.024 0.080
H 1.569 9.731 1.459 0.059 -0.061 0.008 0.068
H 1.464 6.692 1.024 -0.046 -0.005 0.010 0.108
H 2.250 7.484 2.389 -0.155 -0.035 0.083 0.120
H -3.504 6.239 1.488 0.101 -0.062 0.063 0.099
H -4.228 6.788 2.990 0.089 0.112 0.039 0.116
H -1.998 4.691 2.983 -0.072 0.092 -0.212 0.072
H -3.717 4.268 2.904 -0.005 0.031 0.039 0.077
H -3.060 5.134 4.305 -0.048 -0.005 -0.052 0.075
H -2.412 9.310 3.719 0.138 -0.245 -0.207 0.111
H -2.016 10.836 2.987 0.072 -0.089 -0.339 0.119
H -0.062 9.007 4.428 0.024 0.033 -0.069 0.074
H -0.567 10.630 4.870 -0.139 0.063 -0.137 0.082
H 0.454 10.375 3.441 -0.072 0.066 0.018 0.070
```
Positions in Å, forces in eV/Å.

Calculated values
**Gap between HOMO and LUMO**: 8.21 eV
**Highest occupied orbital energy**: -9.686 eV

---

For reference, DFT total energy by record: -54725.4974, -33676.5416, -83860.0144 eV.